Record 1
This record from OMol25 describes a 2-piece molecular cluster, C3H7N2O2 overall. The level of theory is the ωB97M-V functional and the def2-TZVPD basis.

ORCA input file:
```
! RIJCOSX wB97M-V def2-TZVPD def2/J DEFGRID3
* xyz 1 1
O -0.15905 1.66947 0.33415
O 0.75144 -1.42753 -0.20137
N -1.04964 0.63472 -0.18833
N 0.06382 0.27070 -2.31294
C -0.83591 -0.00044 -1.33179
C 1.44778 -0.69922 2.03153
C 1.13108 -1.10762 0.85416
H 0.88800 0.91163 -2.11996
H -0.67282 2.41226 0.12275
H 0.11705 -0.31959 -3.08932
H -1.88174 0.59060 0.39458
H -1.25942 -0.96152 -1.41763
H 1.85877 0.34173 2.12143
H 1.53281 -1.41203 2.92250
*
```

Its energy relative to the best compared isomer or geometry (same formula, charge and spin) is 72.42 kcal per mole. The value obtained for the highest occupied orbital energy is -13.0 eV. The LUMO energy comes out at -4.19 eV. Its orbital gap is 8.84 eV. As for the electronic energy: -378.1384 a.u.

Record 2
This record from OMol25 describes a 2-piece molecular cluster, C3H7N2O3 overall. The level of theory is the ωB97M-V functional and the def2-TZVPD basis.

ORCA input file:
```
! RIJCOSX wB97M-V def2-TZVPD def2/J DEFGRID3
* xyz -1 1
O -0.04631 -1.72110 -0.20511
O 1.72410 1.80206 2.59260
O -1.23722 -0.26084 -1.44286
N 0.82718 0.72540 0.78110
N -1.49603 -2.49586 -1.75758
C -0.91131 -1.40321 -1.07125
C 1.36464 0.78780 1.99605
C 0.47652 1.93255 0.06381
H 1.52996 -0.21339 2.42604
H -2.37800 -2.29524 -2.19615
H 0.67015 1.79116 -0.99840
H -0.58662 2.14155 0.16116
H -1.46077 -3.36350 -1.25200
H 0.46603 -0.18589 0.43078
H 1.05768 2.75852 0.47181
*
```

Its energy relative to the best compared isomer or geometry (same formula, charge and spin) is 15.38 kcal per mole. The value obtained for the highest occupied orbital energy is -4.9 eV. The LUMO energy comes out at 4.02 eV. Its orbital gap is 8.90 eV. As for the electronic energy: -453.8632 a.u.

Record 3
This record from OMol25 describes a 2-piece molecular cluster, C3H7N2O3 overall. The level of theory is the ωB97M-V functional and the def2-TZVPD basis.

ORCA input file:
```
! RIJCOSX wB97M-V def2-TZVPD def2/J DEFGRID3
* xyz -1 1
O 3.17767 1.16425 -0.27154
O -0.07931 -0.68687 -1.58214
O -2.20061 -1.07297 -0.86082
N 3.01639 0.02666 -0.76481
N -1.16002 -0.38746 -0.82053
C 2.11622 -0.97115 -0.08165
C -0.92565 0.55401 0.06574
C -2.11482 0.91546 0.96524
H 2.40110 -1.94547 -0.32882
H -1.94456 0.76739 1.96750
H 1.11659 -0.87219 -0.65777
H -2.46203 1.95526 0.88167
H 1.87462 -0.72690 0.89467
H -2.84082 0.17397 0.57027
H 0.02523 1.10599 0.02298
*
```

Its energy relative to the best compared isomer or geometry (same formula, charge and spin) is 204.53 kcal per mole. The value obtained for the highest occupied orbital energy is -3.6 eV. The LUMO energy comes out at 3.99 eV. Its orbital gap is 7.60 eV. As for the electronic energy: -453.5617 a.u.

Record 4
This record from OMol25 describes a 2-piece molecular cluster, C3H7N2O3P overall. The level of theory is the ωB97M-V functional and the def2-TZVPD basis.

ORCA input file:
```
! RIJCOSX wB97M-V def2-TZVPD def2/J DEFGRID3
* xyz 0 1
P -0.53823 -1.40825 2.40422
O -1.82357 -2.06668 2.31912
O 0.39418 -2.38967 3.29536
O -0.10429 -0.88179 -1.37464
N 2.46427 -2.62634 0.28030
N 0.47251 -1.51013 -0.28871
C -0.86511 0.23779 -0.96153
C 0.04208 1.51061 -1.15233
C 1.49264 -2.13477 -0.20757
H 1.34361 -2.27099 3.14224
H -1.63517 0.43433 -1.68831
H -0.46871 2.43575 -1.25395
H 2.64144 -3.65733 0.42254
H 0.58757 1.51495 -2.07863
H 0.60744 1.52443 -0.34636
H -1.17931 -0.09780 0.01873
*
```

Its energy relative to the best compared isomer or geometry (same formula, charge and spin) is 74.31 kcal per mole. The value obtained for the highest occupied orbital energy is -9.5 eV. The LUMO energy comes out at 0.33 eV. Its orbital gap is 9.87 eV. As for the electronic energy: -794.9983 a.u. Its structure (SMILES) is CCON=C=N.O=PO.

Record 5
This record from OMol25 describes a 2-piece molecular cluster, C3H7N2O4 overall. The level of theory is the ωB97M-V functional and the def2-TZVPD basis.

ORCA input file:
```
! RIJCOSX wB97M-V def2-TZVPD def2/J DEFGRID3
* xyz 0 2
O 1.23793 -1.65913 1.25245
O 0.78039 0.96381 -2.77707
O -0.94768 -1.69810 0.73559
O -2.48260 0.95204 2.23937
N 1.80234 -0.54192 -1.38957
N 0.04389 0.25091 0.74848
C 0.08939 -1.14158 1.02160
C 0.87255 0.41688 -1.70397
C -0.30746 0.51771 -0.61518
H 0.87919 0.69730 1.13373
H 1.63554 -1.22889 -0.55961
H -1.76071 0.30079 2.34786
H 2.56910 -0.44676 -1.98132
H -1.16957 0.06487 -1.05611
H -0.49009 1.56842 -0.66199
H -2.75222 0.98365 1.26573
*
```

The value obtained for the highest occupied orbital energy (alpha / beta) is -10.6 / -10.3 eV. The LUMO energy (alpha / beta) comes out at 0.34 / -4.36 eV. Its orbital gap (alpha / beta) is 10.93 / 5.92 eV. As for the electronic energy: -528.9107 a.u.

Record 6
This record from OMol25 describes C3H7N2OS as an isolated structure. The level of theory is the ωB97M-V functional and the def2-TZVPD basis.

ORCA input file:
```
! RIJCOSX wB97M-V def2-TZVPD def2/J DEFGRID3
* xyz -1 1
S 1.11270 -0.67112 -3.01881
O -2.05583 -0.05358 1.14608
N -0.62285 1.77444 1.44276
N 0.52992 -0.29598 0.89092
C 0.37400 -1.23784 -1.45653
C 1.09485 -0.66692 -0.27945
C -1.00327 0.51934 0.75243
H 2.15985 -0.86337 -0.29492
H -1.40819 1.98142 2.03852
H 0.87722 0.52530 -0.09187
H 0.20125 1.59449 2.00648
H 0.40954 -2.33307 -1.36820
H -0.98538 0.71288 -0.34630
H -0.68382 -0.98599 -1.42111
*
```

Its energy relative to the best compared isomer or geometry (same formula, charge and spin) is 132.51 kcal per mole. The value obtained for the highest occupied orbital energy is -3.4 eV. The LUMO energy comes out at 2.64 eV. Its orbital gap is 6.03 eV. As for the electronic energy: -701.3150 a.u.

Record 7
This record from OMol25 describes a 2-piece molecular cluster, C3H7N2OS overall. The level of theory is the ωB97M-V functional and the def2-TZVPD basis.

ORCA input file:
```
! RIJCOSX wB97M-V def2-TZVPD def2/J DEFGRID3
* xyz 1 1
S 2.59665 -0.85161 -0.03188
O 2.85037 0.33180 0.97819
N 0.99913 1.07356 -0.95301
N -1.62991 -0.96947 0.46232
C 1.44180 -0.20040 -1.01534
C -0.58955 -1.63568 0.44741
C -2.69663 -0.22713 0.51147
H 1.06474 1.86722 -0.30283
H 0.98365 -0.99529 -1.52723
H -2.93209 0.17851 1.52910
H 3.77568 0.29282 1.27907
H -0.70095 -2.63956 0.77802
H -3.37036 -0.19614 -0.32860
H 0.11397 1.24947 -1.43660
*
```

Its energy relative to the best compared isomer or geometry (same formula, charge and spin) is 107.92 kcal per mole. The value obtained for the highest occupied orbital energy is -12.0 eV. The LUMO energy comes out at -4.48 eV. Its orbital gap is 7.50 eV. As for the electronic energy: -701.0528 a.u.

Record 8
This record from OMol25 describes an isolated ion of composition C3H7N2OS2 and charge +1. The level of theory is the ωB97M-V functional and the def2-TZVPD basis.

ORCA input file:
```
! RIJCOSX wB97M-V def2-TZVPD def2/J DEFGRID3
* xyz 1 1
S 2.06567 -0.17464 -0.78239
S 1.50459 1.74229 -0.20423
O 2.24491 -1.45479 1.62474
N -0.72906 0.50332 0.44230
N 1.79458 -1.64073 0.59259
C 0.75077 -0.76216 -1.87475
C -1.93768 0.17739 1.11492
C -0.10171 1.57809 0.50697
H 0.68622 -0.08794 -2.72543
H -0.40251 2.50893 0.99151
H -2.38652 1.01426 1.65458
H -2.64110 -0.22465 0.38601
H -1.70867 -0.62413 1.82057
H -0.19074 -0.80404 -1.33509
H 1.05123 -1.75120 -2.21231
*
```

Its energy relative to the best compared isomer or geometry (same formula, charge and spin) is 66.09 kcal per mole. The value obtained for the highest occupied orbital energy is -13.8 eV. The LUMO energy comes out at -6.12 eV. Its orbital gap is 7.71 eV. As for the electronic energy: -1099.2504 a.u.

Record 9
This record from OMol25 describes an isolated molecule of C3H7N2P. The level of theory is the ωB97M-V functional and the def2-TZVPD basis.

ORCA input file:
```
! RIJCOSX wB97M-V def2-TZVPD def2/J DEFGRID3
* xyz 0 3
P -0.36769 -1.19052 0.85622
N -0.39564 0.45746 0.24653
N 0.39161 0.75280 -0.73795
C 0.75796 -1.50949 -0.84822
C -0.82024 1.57772 1.11390
C 0.89615 -0.13108 -1.46768
H 0.14590 -2.17762 -1.38442
H 1.69370 -2.04232 -0.56404
H 0.00581 2.18735 1.10405
H -1.75263 2.11715 0.76524
H 1.51731 -0.04861 -2.37167
H -0.97608 1.17272 2.15869
H -1.70363 -1.20502 0.53562
*
```

Its energy relative to the best compared isomer or geometry (same formula, charge and spin) is 25.12 kcal per mole. The value obtained for the highest occupied orbital energy (alpha / beta) is -4.6 / -9.2 eV. The LUMO energy (alpha / beta) comes out at 1.04 / -1.89 eV. Its orbital gap (alpha / beta) is 5.65 / 7.33 eV. As for the electronic energy: -569.1562 a.u.

Q: Which of these has the highest electronic energy?
A: C3H7N2O2

Q: The highest electronic energy belongs to which entry?
A: C3H7N2O2

Q: Number 8 is which compound?
A: C3H7N2OS2